(1)
{"formula": "C3H13N2Si", "method": "the ωB97M-V functional and the def2-TZVPD basis", "elements": ["C", "C", "C", "N", "N", "Si", "H", "H", "H", "H", "H", "H", "H", "H", "H", "H", "H", "H", "H"], "positions_angstrom": [[2.16065, 0.84169, 0.60310], [-0.15560, 1.36227, 1.54237], [0.10851, -1.37345, 0.11668], [-2.19464, -0.36047, -1.63046], [0.73825, 0.69189, 0.56838], [-0.84928, -1.35382, -1.58338], [2.57709, 0.19921, 1.35901], [2.49955, 0.73057, -0.34057], [2.39717, 1.77775, 0.94201], [-1.11619, 0.77420, 1.60680], [0.22339, 1.27455, 2.57376], [-0.53711, 2.42435, 1.35668], [1.03383, -2.03445, 0.25653], [-0.66804, -1.19884, 0.86610], [-2.48838, -0.08562, -2.49267], [-3.03042, -0.81675, -1.11847], [0.31904, 1.07380, -0.23251], [0.04938, -1.07201, -2.78472], [-1.06719, -2.85486, -1.60864]], "forces_ev_per_angstrom": [[-1.1002, -0.8842, 2.5274], [-1.6723, -0.6483, 2.1172], [0.4301, 2.1574, -0.4330], [-1.5905, -1.8336, 4.4314], [-2.7881, -1.7897, 0.0359], [2.3455, -1.5962, -0.9975], [0.2919, -0.7112, -0.1227], [1.5456, -0.7816, -2.8613], [0.5970, 2.7560, 0.6671], [0.8893, 0.4809, -0.3243], [0.2016, 0.2903, -0.5024], [1.3208, -1.2977, -0.3194], [-1.5022, 1.2423, 0.2296], [0.6893, -0.7772, 0.5331], [-0.9946, 1.1819, -2.9084], [1.6328, 1.3224, -1.0928], [0.1803, 0.2596, -2.1134], [-0.3965, 0.0921, 0.8949], [-0.0798, 0.5367, 0.2387]], "e_tot_ev": -14170.491, "charge": 1, "fmax_ha_per_bohr": 0.098, "de_lowest_kcal_mol": 76.1}

---

(2)
{"formula": "H30NO13", "method": "the ωB97M-V functional and the def2-TZVPD basis", "elements": ["N", "H", "H", "H", "H", "O", "H", "H", "O", "H", "H", "O", "H", "H", "O", "H", "H", "O", "H", "H", "O", "H", "H", "O", "H", "H", "O", "H", "H", "O", "H", "H", "O", "H", "H", "O", "H", "H", "O", "H", "H", "O", "H", "H"], "positions_angstrom": [[0.09909, 0.05243, -0.41105], [0.38809, -0.26557, 0.53495], [0.09409, 1.03843, -0.44805], [-0.73691, 0.08143, -0.28905], [0.48309, -0.52657, -1.23105], [2.72809, -2.08957, -0.32105], [2.33809, -2.81157, -0.91805], [2.52609, -2.41357, 0.53795], [-1.45291, -2.76957, 2.64595], [-0.99091, -2.04057, 2.51295], [-2.32791, -2.26157, 2.53895], [2.20809, 0.67243, -3.21105], [3.03709, 0.47443, -2.63305], [2.38709, 1.66043, -3.32905], [-0.01591, 3.00943, 1.14095], [0.59209, 3.46143, 0.47195], [0.73009, 2.67843, 1.70395], [0.39809, -0.76957, 2.72095], [1.19809, -1.09657, 2.28895], [0.62909, -0.67157, 3.64595], [-2.47591, -0.45957, -2.40905], [-2.92991, 0.25943, -2.37205], [-2.91091, -0.87057, -1.66805], [2.52809, 1.27143, 0.66895], [2.72509, 2.11143, 0.18495], [3.00709, 0.54743, 0.06195], [1.34209, 2.20343, 2.77395], [0.78909, 2.61743, 3.40495], [1.16209, 1.14843, 2.79695], [-0.21391, 3.46043, -1.74305], [0.55509, 3.48543, -1.16605], [0.22409, 3.46443, -2.64405], [0.14509, -1.03757, -4.49405], [0.90809, -0.50857, -3.88005], [-0.54791, -1.01157, -3.83505], [-3.00191, -1.99857, -0.41205], [-3.49091, -2.07857, 0.47495], [-2.10291, -2.23557, -0.20705], [-2.49591, 0.90043, 1.47595], [-2.28691, 1.76743, 1.73195], [-3.35391, 1.07143, 1.10895], [-0.53891, -2.88857, 0.58995], [-1.06991, -2.97357, 1.42795], [-0.27791, -3.65857, 0.17695]], "forces_ev_per_angstrom": [[11.7014, -2.0466, -0.9122], [0.6401, 0.2905, -1.0180], [2.0650, 2.3586, -0.5127], [-14.1349, -1.6618, 0.7623], [-0.9325, 1.3839, 1.5965], [-0.9088, -0.8927, -2.4049], [0.9738, 1.5745, 1.1134], [-0.1249, -0.5509, 1.2303], [-7.0414, -2.7931, 2.4605], [4.8157, 5.5833, 0.0922], [0.8708, -1.7899, 0.7381], [2.9430, 1.8904, 1.9901], [-2.0540, -0.0929, -1.5803], [-0.7729, -1.8522, -0.2600], [0.8488, 1.4565, -3.4027], [-1.9416, -0.3320, 1.3373], [-0.6634, -0.2315, 0.0840], [0.3565, 0.4717, -0.5985], [0.0405, -0.2369, 0.2625], [0.0161, -0.1822, 0.4845], [4.4633, -5.9805, -0.3471], [-4.1110, 7.9225, -0.7788], [0.0214, -1.5952, 0.7224], [1.8562, -1.7685, -3.0225], [-0.0819, -0.9422, 0.7601], [-1.4323, 2.2846, 2.0407], [1.9748, -5.0271, 1.2253], [-0.9642, 0.4596, 1.4360], [0.4541, 3.7949, 0.0011], [1.1219, -0.3426, -1.7382], [-0.1296, 0.1530, -0.0712], [-1.0512, 0.0908, 1.2887], [3.5703, 2.2448, 2.9977], [-2.7371, -2.0404, -3.0308], [-1.0181, -0.1797, -0.0243], [-2.2962, 0.0073, 2.3878], [0.9305, 0.1512, -2.2193], [1.1060, -0.5268, 0.1722], [-0.0274, -1.7060, -0.4409], [1.2180, 2.0263, 0.7832], [-0.9375, -0.4328, -0.5206], [0.5762, 3.3167, -1.2881], [0.2574, -1.5844, -0.7217], [0.5391, -2.6720, -1.0740]], "e_tot_ev": -28584.062, "charge": 1, "fmax_ha_per_bohr": 0.277, "de_lowest_kcal_mol": 213.6}

---

(3)
{"formula": "C3H11NOP", "method": "the ωB97M-V functional and the def2-TZVPD basis", "elements": ["C", "C", "C", "N", "O", "P", "H", "H", "H", "H", "H", "H", "H", "H", "H", "H", "H"], "positions_angstrom": [[-1.64274, -3.31838, 0.23255], [0.11786, 2.10714, 1.31818], [1.51701, 1.75253, -1.24020], [-0.40016, -3.17287, 0.04738], [-0.29696, -0.09630, -0.28582], [-0.01573, 1.36877, -0.33904], [-1.01524, 2.07722, -0.98805], [-2.27954, -2.43554, 0.26334], [-2.10666, -4.29234, 0.35379], [0.54347, 3.10696, 1.27271], [0.75322, 1.45773, 1.92512], [-0.87401, 2.15127, 1.77254], [1.73317, 2.81482, -1.20709], [1.40766, 1.42780, -2.27367], [2.33432, 1.19786, -0.78112], [-0.04472, -2.20334, -0.08225], [0.26905, -3.94333, 0.01163]], "forces_ev_per_angstrom": [[-0.5604, -0.0222, 0.0290], [-0.1528, -0.2328, -0.4320], [-0.5493, -0.1953, 0.2571], [0.4052, 0.7578, -0.1179], [-0.1904, -0.9970, 0.0472], [1.0117, 0.0450, 0.5019], [-0.2536, 0.2866, -0.1793], [0.2478, -0.0172, -0.0531], [0.2755, -0.0515, 0.0135], [0.0016, 0.0656, 0.0162], [-0.0013, 0.0911, -0.0746], [0.0857, 0.0030, -0.0296], [0.0321, 0.1714, -0.0317], [0.0028, 0.0217, -0.0196], [0.0172, 0.0103, 0.0428], [-0.0586, -0.0475, 0.0240], [-0.3134, 0.1110, 0.0059]], "e_tot_ev": -16109.801, "charge": 1, "fmax_ha_per_bohr": 0.022, "de_lowest_kcal_mol": 15.0}

---

(4)
{"formula": "C15H21NO7P", "method": "the ωB97M-V functional and the def2-TZVPD basis", "elements": ["C", "P", "O", "O", "C", "O", "C", "C", "C", "N", "C", "C", "H", "H", "H", "H", "H", "H", "H", "H", "H", "O", "C", "O", "C", "C", "C", "H", "H", "H", "H", "H", "H", "O", "C", "O", "C", "C", "C", "H", "H", "H", "H", "H", "H"], "positions_angstrom": [[-1.16033, -4.24498, 1.61775], [-0.93904, -2.40406, 1.45025], [-0.49518, -2.19576, -0.12162], [-2.44965, -1.63403, 1.65034], [-3.40132, -1.97448, 0.72132], [-3.42021, -1.50532, -0.38886], [-4.43850, -3.00235, 1.13374], [-5.37459, -3.35738, 0.17930], [-6.30804, -4.29678, 0.47653], [-6.30378, -4.85914, 1.68550], [-5.44426, -4.52817, 2.64135], [-4.49565, -3.58906, 2.38417], [-0.69717, -4.54354, 2.55852], [-0.69935, -4.73480, 0.75545], [-2.19993, -4.59582, 1.64287], [0.47223, -2.16457, -0.07675], [-5.39006, -2.91184, -0.80746], [-7.05930, -4.61095, -0.23574], [-6.99240, -5.57279, 1.90221], [-5.45724, -5.00103, 3.61474], [-3.76468, -3.28833, 3.12498], [3.07195, 0.79834, 0.86286], [2.02629, 1.20556, 0.45262], [0.87227, 0.49087, 0.52814], [-0.18574, 1.19902, -0.14664], [0.25900, 2.65280, -0.16705], [1.77589, 2.52161, -0.24995], [-0.29663, 0.78251, -1.14993], [-1.11807, 1.05868, 0.39700], [-0.18078, 3.22555, -0.98116], [-0.01572, 3.13884, 0.77083], [2.12253, 2.44401, -1.28259], [2.27908, 3.33810, 0.26086], [3.42488, 5.52114, -3.26753], [4.29889, 4.88084, -2.76534], [4.42846, 3.53226, -2.90988], [5.51368, 3.06420, -2.08390], [6.39464, 4.27947, -1.84874], [5.38167, 5.41416, -1.85138], [5.09572, 2.66758, -1.15492], [6.04622, 2.26686, -2.59747], [6.98146, 4.21381, -0.93434], [7.08676, 4.40189, -2.68356], [4.95476, 5.58173, -0.86121], [5.80127, 6.33535, -2.24531]], "forces_ev_per_angstrom": [[-1.2697, 0.1626, -0.6910], [2.2292, 0.7159, 1.4833], [-0.9367, -0.6405, 0.4760], [-0.8312, -1.4419, -1.2558], [0.5782, 0.8974, -0.8839], [-0.2503, -0.5196, 1.0715], [0.1358, 0.4169, -0.2108], [0.0796, 0.4192, -0.7178], [-0.4641, -0.2469, -0.3498], [-0.7491, -0.7595, 0.3889], [0.5501, -0.0146, 0.8279], [0.9602, 0.8564, 0.0050], [0.1367, 0.1189, -0.1534], [0.1604, 0.0618, 0.2115], [0.1554, -0.0111, -0.0242], [0.0080, 0.4549, -0.2320], [0.2138, 0.0963, 0.1186], [-0.0119, -0.1148, 0.1677], [-0.0283, 0.0476, -0.1065], [-0.4818, -0.2591, -0.2092], [-0.1658, -0.1565, 0.1157], [-0.1277, -0.2437, 0.1349], [0.4527, 0.1908, -0.2332], [-0.0009, -0.0432, 0.0221], [-0.2095, 0.1423, -0.0928], [0.0068, 0.1740, -0.0781], [-0.5576, 0.1263, 0.1770], [0.0222, -0.0092, 0.0120], [0.0870, -0.1899, 0.0689], [-0.0078, -0.0764, -0.0262], [-0.0248, -0.0303, -0.0122], [0.1238, 0.0394, 0.0423], [0.2677, -0.1033, -0.1209], [-0.1559, -0.3304, -0.2175], [-0.1374, 0.3556, 0.2506], [0.0352, 0.2136, 0.0378], [0.1722, -0.1615, 0.1264], [0.1747, 0.0873, 0.1238], [0.4535, -0.3455, -0.1736], [-0.0158, 0.0148, -0.0125], [-0.2161, -0.0393, -0.1247], [-0.0412, -0.0806, 0.0020], [-0.0082, -0.0275, 0.0123], [-0.0489, 0.1074, -0.0445], [-0.2626, 0.1457, 0.0942]], "e_tot_ev": -41001.369, "charge": 1, "fmax_ha_per_bohr": 0.054}

---

(5)
{"formula": "C6H15NO4S", "method": "the ωB97M-V functional and the def2-TZVPD basis", "elements": ["C", "C", "C", "C", "C", "C", "N", "O", "O", "O", "O", "S", "H", "H", "H", "H", "H", "H", "H", "H", "H", "H", "H", "H", "H", "H", "H"], "positions_angstrom": [[1.01478, -1.63685, 1.05507], [-1.35904, 0.40700, 1.54245], [-0.75705, -0.93336, -1.91520], [-1.51522, 1.21770, -1.09266], [-0.49650, -1.84429, 0.85381], [-1.06843, -0.52770, 0.45839], [-1.18007, -0.15481, -0.77731], [2.62580, 2.75421, -0.42675], [1.06227, 1.72825, 1.12725], [3.14669, 0.57090, 0.54178], [1.34216, 0.76904, -1.06407], [2.01931, 1.34849, 0.09382], [1.20297, -1.03206, 1.93607], [1.45768, -1.10905, 0.21528], [1.50675, -2.59784, 1.17684], [-1.45072, -0.08687, 2.50333], [-2.21129, 1.05580, 1.36916], [-0.44757, 1.06152, 1.56527], [0.24713, -0.58511, -2.17784], [-0.72496, -1.99680, -1.70205], [-1.43902, -0.75840, -2.74672], [-2.50784, 1.47583, -0.72231], [-0.76386, 1.87147, -0.64419], [-1.48604, 1.35547, -2.16936], [-0.66497, -2.62138, 0.10959], [-0.94459, -2.17690, 1.79105], [3.39162, 2.44575, -0.90070]], "forces_ev_per_angstrom": [[0.1137, -0.5840, 0.0466], [0.2739, 0.3817, -0.2972], [-0.3232, -0.3535, 0.1649], [0.1068, -0.1018, -0.3056], [0.5220, 0.5506, -0.3529], [-0.3808, -3.6645, 8.7664], [-0.4367, 3.1968, -8.9736], [-0.8038, -0.3578, 0.5021], [0.8005, 0.5105, -0.3499], [-0.0785, 0.3274, -0.1043], [-0.3640, -0.0810, -0.1947], [0.2304, 0.1300, 0.5936], [0.0075, 0.0688, 0.1286], [-0.0346, -0.3689, -0.0140], [0.2343, -0.1170, 0.0833], [-0.0056, -0.0902, 0.0365], [-0.2088, 0.1588, 0.1194], [-0.5153, 0.0765, 0.4114], [0.1039, -0.0132, -0.1361], [-0.0009, 0.1056, 0.0946], [0.0444, 0.0921, -0.0109], [-0.0059, -0.0540, 0.1209], [-0.0890, 0.1129, 0.2045], [0.0123, -0.0327, 0.0338], [-0.0419, -0.1187, 0.0505], [-0.0857, 0.0074, -0.0831], [0.9252, 0.2182, -0.5348]], "e_tot_ev": -26975.432, "fmax_ha_per_bohr": 0.185, "multiplicity": 3}

---

(6)
{"formula": "C6H14O", "method": "the ωB97M-V functional and the def2-TZVPD basis", "elements": ["C", "C", "C", "C", "C", "C", "O", "H", "H", "H", "H", "H", "H", "H", "H", "H", "H", "H", "H", "H", "H"], "positions_angstrom": [[2.59540, -1.59485, -0.40814], [0.88634, -1.87925, -1.11656], [-0.17802, -1.27361, -0.21849], [-0.79614, 0.09788, -0.48244], [-0.98936, 0.87882, 0.82317], [-1.59923, 2.25224, 0.60797], [-1.71912, 2.88597, 1.86906], [3.21887, -2.12420, -1.12356], [2.81293, -2.01374, 0.60509], [2.93201, -0.53373, -0.36974], [0.99393, -1.37639, -2.06594], [0.85626, -2.95903, -1.14212], [-0.76728, -1.94742, 0.41946], [0.93769, -1.20983, 0.13783], [-1.76336, 0.08185, -1.01912], [-0.11351, 0.65936, -1.13521], [-1.63593, 0.31570, 1.50958], [-0.02316, 0.99559, 1.32900], [-0.95888, 2.84003, -0.07148], [-2.58348, 2.14737, 0.12139], [-2.10594, 3.75724, 1.73025]], "forces_ev_per_angstrom": [[-0.8569, -0.5342, -1.0865], [2.5485, -0.3307, -0.4011], [1.8341, 0.4342, 1.1760], [0.2619, -0.0402, -0.0696], [0.0130, 0.0100, 0.0204], [0.0475, -0.2590, -0.3956], [-0.1033, 0.2468, 0.0367], [0.2928, -0.0071, -0.0437], [-0.7985, 0.0429, -0.7230], [-0.7148, -0.5171, -0.2968], [-0.0278, -0.2830, -0.4583], [0.0226, -0.1419, -0.4383], [0.3360, 0.0801, -0.5416], [-3.1606, 1.7397, 2.8936], [0.3038, -0.3513, 0.1135], [-0.0577, 0.0067, 0.0619], [0.0916, 0.0535, -0.1152], [-0.1233, -0.0230, -0.0730], [-0.0897, -0.0753, 0.1383], [0.1339, 0.0379, 0.1071], [0.0467, -0.0891, 0.0952]], "e_tot_ev": -8492.941, "fmax_ha_per_bohr": 0.090, "de_lowest_kcal_mol": 91.1}